This record from the Open Molecules 2025 dataset describes C17H15Cl2IN6O6PbS as an isolated structure. The level of theory is ωB97M-V/def2-TZVPD.

Each line ends with the Mulliken charge.
Atoms and positions in Å:
Pb: -0.3642 -0.5168 0.6090  1.503
O: 0.4752 -4.7288 0.8218  -0.640
Cl: -0.1903 -3.6270 0.2622  1.913
O: -1.1207 -3.9852 -0.7587  -0.612
O: -0.9117 -2.8726 1.3063  -0.705
O: 0.7656 -2.6668 -0.3162  -0.726
N: -2.4836 3.5163 2.3458  0.102
C: -1.3298 2.8936 2.0977  -0.364
N: -1.5738 1.7110 1.5644  -0.023
C: -2.9337 1.6708 1.5096  0.026
N: -3.5179 2.7475 1.9795  -0.573
C: -3.6626 0.4969 1.0074  0.301
C: -5.0492 0.4936 0.9043  -0.239
N: -5.7134 -0.5694 0.4815  -0.541
C: -4.9976 -1.6358 0.1660  -0.481
C: -3.6108 -1.6489 0.2528  -0.237
N: -2.9408 -0.5790 0.6689  0.138
H: -2.6480 4.4256 2.7540  0.199
H: -0.3670 3.3187 2.3166  0.486
H: -5.6221 1.3696 1.1772  0.491
H: -5.5342 -2.5124 -0.1694  0.430
H: -3.0389 -2.5306 -0.0107  0.446
Cl: 7.0862 1.6333 1.2446  -0.064
C: 5.5407 1.0752 1.5679  1.041
C: 5.3312 0.4514 2.8047  -0.728
C: 4.0862 -0.0168 3.1470  -0.222
I: 3.7238 -0.9724 4.8822  0.409
C: 2.9142 0.1790 2.2102  0.717
O: 1.7972 -0.1408 2.5468  -0.417
C: 3.2074 0.7797 0.8741  0.081
N: 2.1994 0.8404 0.0213  -0.010
C: 2.4323 1.3669 -1.1813  -0.353
C: 3.6677 1.8747 -1.5677  -0.912
C: 4.7238 1.8085 -0.6798  -0.610
C: 4.5025 1.2377 0.5766  0.103
H: 6.1747 0.3413 3.4714  0.462
H: 1.5885 1.3699 -1.8594  0.561
H: 3.7955 2.3025 -2.5505  0.451
H: 5.6993 2.1825 -0.9553  0.467
C: -2.1405 -0.2063 -3.9813  -1.156
S: -1.6433 -1.3019 -2.6595  0.694
C: -0.3398 -2.1789 -3.5046  -1.014
O: -0.9445 -0.3544 -1.6751  -0.597
H: -1.2875 0.3838 -4.3067  0.339
H: -2.9286 0.4374 -3.6000  0.358
H: -2.5273 -0.8102 -4.7960  0.463
H: -0.7793 -2.6940 -4.3563  0.460
H: 0.0779 -2.8961 -2.8112  0.250
H: 0.4119 -1.4625 -3.8322  0.338

HOMO	-14.36	eV
net charge	+2
frontier orbital gap	4.75	eV


This record from the Open Molecules 2025 dataset describes C17H15ClO3Tl as an isolated structure at a distorted geometry. The level of theory is ωB97M-V/def2-TZVPD.

Each line ends with the Mulliken charge.
Atoms and positions in Å:
C: 1.8712 -1.2708 -1.1962  -0.518
C: 1.0643 -0.7624 -2.2929  -0.659
C: -0.1703 -1.4446 -2.2729  -0.332
H: 1.3791 -0.0066 -3.0062  0.402
C: -0.1591 -2.3825 -1.1925  -0.448
C: 1.0925 -2.3170 -0.5474  -0.582
H: 1.4383 -2.9663 0.2484  0.404
H: 2.9428 -1.0983 -1.0635  0.583
H: -1.0091 -1.2888 -2.9438  0.456
H: -0.9494 -3.0898 -0.9790  0.401
Tl: 1.2889 0.6597 0.4424  0.872
Cl: 2.6635 2.6411 0.4653  -0.539
C: -1.2604 1.6870 0.9484  -0.488
C: -2.2965 0.7158 0.7722  -0.529
C: -2.6199 0.6541 -0.6157  -0.398
H: -2.7945 0.1475 1.5639  0.378
C: -1.8396 1.6160 -1.3041  -0.485
C: -0.9942 2.2678 -0.3507  -0.688
H: -0.3007 3.1014 -0.5279  0.480
H: -0.8865 2.0762 1.9021  0.576
H: -3.3224 -0.0493 -1.0724  0.402
H: -1.8413 1.7736 -2.3887  0.407
O: -0.8666 -0.5175 4.8671  -0.713
C: 0.3427 -0.7994 5.3259  0.557
C: 0.6301 -0.7360 6.7128  -0.810
C: 1.9292 -0.9137 7.1466  -0.106
C: 2.9624 -1.1353 6.2524  -0.779
C: 2.6829 -1.1532 4.8830  -0.272
C: 1.3848 -1.0673 4.3641  -0.111
C: 1.0859 -1.0104 2.8772  1.136
O: 2.0362 -1.1746 2.0384  -0.778
O: -0.1049 -0.6565 2.5261  -0.704
H: -0.7071 -0.4511 3.8135  0.436
H: -0.1521 -0.4942 7.4354  0.367
H: 2.1790 -0.9094 8.1986  0.351
H: 3.9844 -1.2706 6.6095  0.354
H: 3.4978 -1.2581 4.1770  0.376

HOMO (alpha / beta)	-4.60 / -4.58	eV
net charge	-1
frontier orbital gap (alpha / beta)	5.53 / 5.49	eV


This record from the Open Molecules 2025 dataset describes C17H15Co2N2O6 as an isolated structure at a distorted geometry. The level of theory is ωB97M-V/def2-TZVPD.

Each line ends with the Mulliken charge.
Atoms and positions in Å:
O: 4.5223 3.3317 1.5513  -0.456
C: 3.4020 3.0947 1.3880  0.183
Co: 1.6760 2.7545 1.2418  -0.122
C: 1.0309 3.7831 2.4869  0.145
O: 0.5761 4.4395 3.3262  -0.451
C: 1.2490 3.6794 -0.2124  -0.016
O: 0.9880 4.3627 -1.1086  -0.423
C: 1.2634 0.7263 1.4885  -0.423
C: 0.5797 -0.1615 0.7310  -0.091
C: -0.4799 -1.1359 0.7575  0.646
C: -1.8883 -0.5603 1.1005  -0.088
C: -2.2056 0.7961 0.9202  0.245
C: -3.5096 1.1167 0.4914  -0.631
C: -4.4524 0.1150 0.3046  -0.463
C: -4.1694 -1.1955 0.6854  -0.527
C: -2.9075 -1.5194 1.1728  -0.577
Co: 1.8885 0.6660 -0.1778  0.948
C: 3.1718 1.6107 -0.8580  0.182
O: 4.0676 2.1058 -1.4023  -0.439
C: 0.6234 1.3582 -1.1548  -0.277
O: -0.3117 1.6604 -1.7767  -0.423
C: 3.0179 -0.6303 -0.2030  -0.615
O: 3.7664 -1.5212 -0.1778  -0.511
H: 1.7081 0.5573 2.4860  0.465
H: -0.2007 -1.9597 1.4602  -0.070
H: -1.4790 1.5904 1.1682  0.099
H: -3.7640 2.1627 0.2981  0.406
H: -5.4097 0.3450 -0.1635  0.365
H: -4.9332 -1.9686 0.6120  0.378
H: -2.6754 -2.4948 1.6091  0.531
C: 1.1072 -3.3373 -1.0643  -0.898
N: 0.2712 -2.2098 -1.3573  -0.365
C: 0.6210 -1.3683 -2.4550  -1.052
N: -0.7385 -1.8013 -0.4918  0.255
H: 1.4024 -3.7353 -2.0501  0.334
H: 2.0528 -3.0457 -0.5724  0.225
H: 0.5965 -4.1301 -0.5020  0.340
H: 0.8689 -2.0343 -3.2945  0.381
H: -0.1890 -0.6801 -2.7470  0.337
H: 1.5563 -0.8002 -2.2170  0.146
H: -1.4519 -1.3040 -1.0855  0.617
H: -1.2415 -2.6624 -0.2079  0.689

HOMO	-1.70	eV
net charge	-1
frontier orbital gap	3.88	eV


This record from the Open Molecules 2025 dataset describes C17H15CrF5N3O4S as an isolated structure at a distorted geometry. The level of theory is ωB97M-V/def2-TZVPD.

Each line ends with the Mulliken spin population.
Atoms and positions in Å:
Cr: 1.0651 -0.3993 -0.8650  1.040
O: 0.0760 -2.4089 -4.1558  0.015
C: 0.4875 -1.5785 -3.3750  0.007
O: 0.8530 -1.7800 -2.1496  0.012
C: 0.6152 -0.1098 -3.6959  0.007
C: 0.3172 0.5522 -4.8779  -0.002
C: 0.5070 1.9287 -4.9242  0.003
C: 0.9927 2.5959 -3.8038  -0.005
C: 1.2370 1.8599 -2.6541  0.006
N: 1.0369 0.5427 -2.6159  -0.068
C: 1.7382 2.3201 -1.2982  0.001
O: 2.0074 3.4703 -1.0416  0.019
O: 1.8166 1.2917 -0.5257  -0.010
H: -0.0562 -0.0007 -5.7255  0.000
H: 0.3030 2.4745 -5.8338  0.000
H: 1.1710 3.6600 -3.8070  0.000
F: 1.5582 -0.5215 6.1251  0.000
C: 1.0355 0.2070 5.1315  0.000
C: 1.2362 -0.1609 3.8070  -0.001
F: 1.9397 -1.2663 3.4911  0.000
C: 0.6813 0.5927 2.7923  0.006
F: 0.8899 0.1701 1.4989  -0.005
C: -0.1062 1.7289 3.0261  0.002
S: -0.8274 2.6055 1.7619  0.000
C: -0.2908 2.0748 4.3830  0.000
F: -1.0451 3.1355 4.6816  0.000
C: 0.2609 1.3360 5.4123  0.000
F: 0.0426 1.6888 6.6831  0.000
N: -1.2137 0.5726 -0.6949  -0.016
C: -2.3520 -0.3380 -0.8271  0.001
C: -1.9479 -1.7643 -0.4487  0.003
C: -1.4693 -1.9031 1.0029  0.001
C: -0.2406 -2.8095 1.1080  -0.003
N: 0.9695 -2.2344 0.4730  -0.003
H: -1.1832 0.9867 0.2424  -0.006
H: -1.3066 1.3624 -1.3271  0.003
H: -2.6819 -0.3413 -1.8703  0.000
H: -3.1899 -0.0039 -0.2025  -0.002
H: -1.1455 -2.0687 -1.1236  0.000
H: -2.7932 -2.4287 -0.6262  -0.001
H: -2.2603 -2.3414 1.6156  0.001
H: -1.2393 -0.9257 1.4238  -0.001
H: -0.4821 -3.7628 0.6292  0.000
H: -0.0377 -3.0061 2.1651  0.000
H: 1.3557 -2.9140 -0.1791  -0.001
H: 1.6755 -2.0893 1.1946  0.002

HOMO (alpha / beta)	-6.70 / -6.70	eV
frontier orbital gap (alpha / beta)	4.97 / 5.13	eV
spin multiplicity	2